Entry 1:
# C3H3O3

An isolated ion of composition C3H3O3 and charge +1 in a non-equilibrium geometry (ωB97M-V/def2-TZVPD, the Open Molecules 2025 dataset).

For the energy above the lowest of the compared OMol25 structures with the same formula, charge and spin, the calculation gives 2.423 eV. As for the total charge: +1. As for the orbital gap: 12.48 eV. The value obtained for the LUMO energy is -5.115 eV. As for the spin multiplicity: 1.

XYZ file:
```
9
C3H3O3 (ωB97M-V/def2-TZVPD)
C 1.09252 0.00661 -1.17661
C -0.27192 -0.20586 -0.83096
C -0.23414 -0.23438 0.64255
O 2.10713 -0.06489 -1.69526
O -1.30839 0.14973 1.25607
O 0.49823 0.90266 -0.15553
H -1.15595 0.03798 -1.41390
H 0.52128 -0.83626 1.15103
H -1.24876 0.24441 2.22262
```

natural (NBO) atomic charge list, values in e, 5 entries:
1 C 0.791
2 C -0.048
3 C 0.404
4 O -0.296
5 O -0.601

---

Entry 2:
# C18H28O18

A 6-piece molecular cluster, C18H28O18 overall in a non-equilibrium geometry (ωB97M-V/def2-TZVPD, the Open Molecules 2025 dataset).

For the energy above the lowest of the compared OMol25 structures with the same formula, charge and spin, the calculation gives 0.402 eV. As for the orbital gap: 10.65 eV. The value obtained for the LUMO energy is 0.264 eV. Its structure (SMILES) is COC(=O)OC.COC(=O)OC.O=C1OCCO1.O=C1OCCO1.O=C1OCCO1.O=C1OCCO1. As for the spin multiplicity: 1.

XYZ file:
```
64
C18H28O18 (ωB97M-V/def2-TZVPD)
C -4.05698 5.59579 3.82334
O -4.09005 4.57289 2.84061
C -2.97381 3.90704 2.61424
O -1.88813 4.20231 3.04342
O -3.25370 2.87404 1.83390
C -2.13327 2.19157 1.29057
H -3.14073 6.17763 3.76658
H -4.21994 5.18743 4.81765
H -4.88306 6.26297 3.58721
H -1.58974 1.69116 2.09408
H -1.41271 2.81788 0.76200
H -2.47107 1.44950 0.57220
C 0.44091 -2.73518 1.59667
O -0.01462 -1.52142 2.15409
C 0.82849 -0.79129 2.87656
O 1.98734 -1.02916 3.07357
O 0.10330 0.17918 3.41590
C 0.69971 0.80796 4.55062
H 1.14540 -2.52063 0.78958
H -0.38278 -3.35672 1.26763
H 1.05925 -3.27803 2.31626
H 0.92428 0.03096 5.27927
H 0.01332 1.52904 4.98922
H 1.56875 1.40229 4.26762
O -2.89740 -6.92126 -2.57460
C -3.13143 -5.78571 -2.28936
O -4.20410 -5.05760 -2.59395
C -4.06126 -3.70371 -2.13141
C -2.68248 -3.69210 -1.47969
O -2.27739 -5.05967 -1.50887
H -4.05198 -2.97153 -2.93281
H -4.86301 -3.51277 -1.42388
H -2.56772 -3.37021 -0.44601
H -1.97746 -3.10001 -2.06401
O -0.43129 3.28348 -1.76093
C -0.19057 2.86760 -2.84987
O -1.07880 2.30495 -3.69001
C -0.48639 2.27808 -4.98227
C 1.03083 2.26255 -4.67720
O 1.04194 2.86838 -3.37830
H -0.78098 1.37034 -5.50626
H -0.76438 3.13827 -5.58959
H 1.54623 2.91009 -5.37985
H 1.44887 1.25966 -4.63584
O -2.04264 -0.72764 -1.04503
C -0.86257 -0.60896 -1.19684
O -0.12458 -1.35586 -2.03956
C 1.28628 -1.20740 -1.76173
C 1.29101 -0.21413 -0.60688
O -0.09285 0.10273 -0.36136
H 1.68768 -2.14923 -1.40695
H 1.68666 -0.65183 -2.60349
H 1.72762 0.73262 -0.90776
H 1.66874 -0.68303 0.29684
O 4.11698 0.00432 -1.60167
C 4.65499 -0.46078 -0.64392
O 5.68571 -1.29721 -0.65671
C 5.98137 -1.72142 0.67506
C 5.13927 -0.80453 1.56368
O 4.34829 -0.07921 0.61210
H 5.62130 -2.75343 0.72771
H 7.04611 -1.74331 0.89260
H 5.73137 -0.02438 2.04393
H 4.56786 -1.37333 2.29191
```

natural (NBO) atomic charge list, values in e, 5 entries:
1 C -0.257
2 O -0.496
3 C 0.983
4 O -0.656
5 O -0.490

---

Entry 3:
# C20H21N5O3S

C20H21N5O3S in the gas phase in a non-equilibrium geometry (ωB97M-V/def2-TZVPD, the Open Molecules 2025 dataset).

For the energy above the lowest of the compared OMol25 structures with the same formula, charge and spin, the calculation gives 3.403 eV. As for the orbital gap: 9.12 eV. The value obtained for the LUMO energy is 0.716 eV. Its structure (SMILES) is Cc1nc2cc(OCc3cc(C(=O)N[C@@H](C)c4cn(C)nc4C)no3)ccc2s1. As for the spin multiplicity: 1.

XYZ file:
```
50
C20H21N5O3S (ωB97M-V/def2-TZVPD)
C 2.13411 -4.57543 3.08725
C 2.47367 -3.14988 3.28597
N 2.75275 -2.32719 2.35246
C 3.02362 -1.07406 2.82043
C 3.35510 0.02283 2.02993
C 3.60291 1.23333 2.65109
O 3.94521 2.39019 2.00170
C 4.02101 2.38023 0.60143
C 2.68868 2.18866 -0.05042
C 1.41139 2.30535 0.41733
C 0.61408 2.00214 -0.71540
C -0.87144 1.97512 -0.78269
O -1.56789 2.16941 0.19511
N -1.33376 1.73685 -2.02164
C -2.74891 1.60631 -2.33592
C -3.05562 2.35788 -3.62757
C -3.12325 0.15789 -2.41371
C -2.94516 -0.72692 -3.45780
N -3.39379 -1.92633 -3.03970
C -3.42259 -3.15801 -3.77268
N -3.84310 -1.87256 -1.78773
C -3.68819 -0.62481 -1.38072
C -4.08468 -0.17861 -0.02027
N 1.37331 1.73349 -1.75085
O 2.65811 1.84333 -1.34938
C 3.52185 1.34968 4.04715
C 3.19441 0.27214 4.83824
C 2.94435 -0.94312 4.22225
S 2.51066 -2.47142 4.92505
H 2.82651 -5.20908 3.63965
H 1.12862 -4.77631 3.45486
H 2.18629 -4.81386 2.02857
H 3.39985 -0.11664 0.96304
H 4.42036 3.36538 0.33303
H 4.72157 1.61576 0.23581
H 1.07196 2.55887 1.39794
H -0.66005 1.52640 -2.74313
H -3.28344 2.06366 -1.49661
H -4.11133 2.26392 -3.86724
H -2.81292 3.41185 -3.51602
H -2.47384 1.95197 -4.45197
H -2.54694 -0.59322 -4.44376
H -3.84973 -3.91720 -3.12116
H -4.03918 -3.06087 -4.66878
H -2.41424 -3.45778 -4.06585
H -5.00478 0.40425 -0.06749
H -4.25408 -1.04568 0.61115
H -3.30785 0.44728 0.41495
H 3.72405 2.31419 4.48384
H 3.13229 0.37061 5.91027
```

natural (NBO) atomic charge list, values in e, 5 entries:
1 C -0.665
2 C 0.137
3 N -0.461
4 C 0.205
5 C -0.324

---

Entry 4:
# C26H63B3FN3O11

A 4-piece molecular cluster, C26H63B3FN3O11 overall in a non-equilibrium geometry (ωB97M-V/def2-TZVPD, the Open Molecules 2025 dataset).

As for the orbital gap: 8.62 eV. The value obtained for the LUMO energy is 0.155 eV. Its structure (SMILES) is CCOCCOCB1OBOB(C[C@H](C)F)O1.COCCNCCOC.COCCNCCOC.COCCNCCOC. As for the spin multiplicity: 1.

XYZ file:
```
107
C26H63B3FN3O11 (ωB97M-V/def2-TZVPD)
C 7.77375 -0.90600 0.72601
C 7.11380 -1.23171 -0.75272
O 6.42749 -2.53362 -0.77856
C 5.02063 -2.40913 -0.28965
C 4.36603 -3.92678 -0.24365
O 3.38738 -4.01861 -1.34170
C 2.47115 -5.15641 -1.12911
B 0.87596 -4.70244 -1.30270
O 0.00190 -5.69884 -2.01341
B -1.07814 -5.95922 -1.00511
O -1.91451 -4.81620 -0.58980
B -1.05871 -3.62607 -0.24445
C -1.73816 -2.53723 0.78908
C -2.18437 -1.11685 0.10290
C -2.67911 -1.22074 -1.45653
F -1.11603 -0.07115 0.19090
O 0.29616 -3.43717 -0.80803
H 7.87575 -1.87932 1.38955
H 8.87819 -0.47748 0.59942
H 7.14288 -0.07858 1.27494
H 7.99469 -1.20940 -1.53153
H 6.36933 -0.35385 -1.03126
H 4.94009 -1.88738 0.75898
H 4.38993 -1.80467 -1.07930
H 5.25829 -4.69166 -0.33751
H 3.82443 -4.11980 0.78640
H 2.68424 -5.92979 -2.01165
H 2.68835 -5.73859 -0.13665
H -1.22066 -7.08425 -0.63987
H -0.89970 -2.26591 1.59438
H -2.62057 -3.02145 1.43122
H -3.12944 -0.73334 0.72384
H -3.46098 -0.33295 -1.61759
H -1.76624 -0.96674 -2.14606
H -3.25179 -2.20234 -1.73532
C 5.00310 0.44530 7.44345
O 5.34015 -0.92968 7.57660
C 4.20441 -1.79424 7.71484
C 3.96280 -2.60481 6.43023
N 3.47656 -1.75448 5.34178
C 3.55065 -2.37218 4.00966
C 4.92325 -2.86490 3.50557
O 5.85536 -1.82454 3.20418
C 6.49820 -1.25848 4.33592
H 5.91327 1.03403 7.59436
H 4.63380 0.66288 6.43799
H 4.26290 0.75448 8.18646
H 3.30522 -1.24671 8.02569
H 4.45214 -2.49717 8.52186
H 3.22642 -3.38995 6.63049
H 4.90985 -3.08732 6.17092
H 4.02081 -0.89380 5.31476
H 3.18745 -1.61757 3.30095
H 2.83783 -3.20418 3.97128
H 4.74832 -3.38189 2.55528
H 5.37700 -3.61141 4.16636
H 6.70584 -2.00012 5.11298
H 5.89329 -0.44110 4.73105
H 7.44797 -0.82517 4.01398
C -5.27505 1.47341 -3.63845
O -5.15560 2.00746 -2.32604
C -5.61756 3.35975 -2.20614
C -6.95754 3.42512 -1.45394
N -8.05191 2.87594 -2.25702
C -9.27665 2.58666 -1.49681
C -9.18314 1.62278 -0.29551
O -8.93692 0.25902 -0.64412
C -7.58522 -0.03735 -0.95970
H -4.68188 0.55491 -3.68642
H -6.31164 1.20726 -3.86060
H -4.89950 2.16865 -4.39418
H -5.67225 3.86429 -3.17949
H -4.86287 3.88837 -1.60801
H -7.18199 4.46716 -1.20376
H -6.82903 2.87266 -0.51840
H -7.74803 2.00859 -2.69643
H -9.98812 2.15726 -2.21308
H -9.70926 3.53558 -1.15886
H -10.16396 1.62468 0.19329
H -8.47430 1.96097 0.46803
H -6.87887 0.52867 -0.34516
H -7.40794 0.14315 -2.02090
H -7.41421 -1.10205 -0.78472
C -0.75936 3.95585 -6.00938
O -1.36327 4.72108 -4.97418
C -2.39124 4.02116 -4.26015
C -1.91649 3.61938 -2.85345
N -0.90858 2.55861 -2.90907
C -0.16383 2.36282 -1.65664
C 0.60028 3.56464 -1.06275
O 1.74348 3.97442 -1.81587
C 1.44837 4.75635 -2.96304
H -0.18273 4.63709 -6.64278
H -0.06293 3.22061 -5.59816
H -1.50642 3.45382 -6.63018
H -2.77009 3.15862 -4.82358
H -3.22390 4.72941 -4.15133
H -2.77355 3.27162 -2.26751
H -1.52403 4.52209 -2.37590
H -0.23286 2.77087 -3.64124
H 0.56721 1.56925 -1.85526
H -0.85243 1.96964 -0.89963
H 0.99256 3.24554 -0.09052
H -0.04993 4.42012 -0.85018
H 0.60183 5.43060 -2.80268
H 1.26706 4.10177 -3.81675
H 2.32575 5.36041 -3.20543
```

Mulliken atomic charge list, values in e, 5 entries:
1 C -0.613
2 C -0.291
3 O -0.355
4 C -0.200
5 C -0.230